{"formula": "C3H11O", "method": "the ωB97M-V functional and the def2-TZVPD basis", "homo_lumo_gap_ha": 0.3893, "max_force_ha_per_bohr": 0.05078, "homo_ha": -0.5754, "lumo_ev": -5.07, "charge": 1, "e_tot_ha": -195.75661, "symbols": ["O", "C", "C", "C", "H", "H", "H", "H", "H", "H", "H", "H", "H", "H", "H"], "positions_angstrom": [[1.909, -0.395, -1.285], [-0.955, -0.798, -0.500], [-1.315, 0.267, 0.615], [-0.164, 1.085, 1.296], [-0.379, -0.256, -1.206], [0.526, 0.377, 1.645], [-0.394, 1.860, 2.115], [2.480, -0.202, -0.540], [-1.645, -1.514, -1.023], [-1.933, 0.935, 0.023], [-1.960, -0.213, 1.302], [1.033, -0.533, -0.737], [0.383, 1.596, 0.533], [2.522, -0.802, -2.012], [-0.108, -1.407, -0.226]], "mulliken_charge": [-0.42, -1.21, -0.12, -1.20, 0.41, 0.33, 0.31, 0.44, 0.33, 0.31, 0.39, 0.26, 0.31, 0.44, 0.43]}